1.
The following is a quantum chemistry calculation of a molecular structure, CH3Br3N at a distorted geometry, from OMol25.

HOMO = -15.19 eV
relative energy (zero: lowest compared OMol25 entry of this formula, charge and spin) = 18.55 kcal per mole
net charge = +1

Element x y z (Å)
1 H 0.113 0.471 -0.925
2 H -0.722 0.090 0.484
3 Br 1.292 -1.529 -2.468
4 H 0.937 -0.052 0.313
5 Br -0.134 -3.221 -0.118
6 C -0.176 -1.805 -1.388
7 N 0.079 -0.183 -0.168
8 Br -1.819 -1.492 -2.247

---

2.
The following is a quantum chemistry calculation of 4 unconnected molecules or ions with the total composition C25H61N3O3SSi at a distorted geometry, from OMol25.

HOMO = -8.05 eV
relative energy (zero: lowest compared OMol25 entry of this formula, charge and spin) = 18.60 kcal per mole

Element x y z (Å)
1 H 0.037 3.801 -1.431
2 C -1.582 7.054 5.860
3 N 0.991 0.998 0.333
4 H 0.093 -6.619 -3.383
5 C -4.288 0.413 -0.240
6 C 3.384 1.167 -0.570
7 H 3.848 -8.224 -4.791
8 H -2.199 -0.050 -0.338
9 H 1.133 -5.408 -6.413
10 O 5.513 -2.218 -3.001
11 H -3.825 -3.806 -0.402
12 O 4.030 -4.114 -3.632
13 C 1.236 1.603 1.629
14 C 3.372 -7.478 -5.444
15 H -2.973 -0.671 1.073
16 H -2.001 8.663 4.449
17 S 4.454 -3.063 -2.418
18 H 1.078 6.115 3.441
19 H -0.745 1.284 2.456
20 C 0.285 6.860 3.399
21 H -1.840 6.905 3.143
22 C -5.575 -2.601 -0.138
23 H 1.148 -2.572 -1.783
24 H 1.680 -3.530 -3.151
25 C -3.275 -1.855 -2.079
26 H -2.292 -1.132 -3.850
27 C 2.158 0.320 -0.216
28 C 1.999 -3.141 -2.182
29 H -4.254 -1.492 -2.426
30 H 2.835 -3.809 -0.253
31 H 1.300 -7.741 -2.622
32 C 0.549 4.807 5.936
33 H 2.670 -8.015 -6.094
34 H 0.789 3.963 6.587
35 H 1.207 4.733 5.071
36 H -5.936 -1.809 0.516
37 H 1.951 2.437 1.569
38 H -4.630 0.407 -1.276
39 C 1.000 -7.222 -3.536
40 C -0.027 2.095 2.322
41 H 0.226 2.488 3.309
42 Si 2.373 -6.229 -4.390
43 H 3.243 1.715 -1.500
44 H 1.064 -4.173 -5.154
45 H -0.580 7.429 6.114
46 N -3.173 -1.857 -0.631
47 C 1.715 -4.926 -5.615
48 C -2.185 -1.045 -2.767
49 H -3.979 1.435 -0.005
50 H 1.692 0.849 2.277
51 H -0.758 1.978 -0.196
52 H 0.792 5.717 6.486
53 H 2.589 -6.373 -1.432
54 C -3.115 -0.544 -0.004
55 H 0.345 7.328 2.413
56 H -0.511 2.902 1.768
57 C 0.242 1.814 -0.609
58 H 2.600 -4.458 -6.066
59 H -3.445 7.902 5.140
60 H 0.499 7.634 4.138
61 H 0.698 -8.009 -4.247
62 C 3.155 -5.463 -1.653
63 H 4.147 -6.945 -6.006
64 C -1.101 6.234 3.589
65 H -2.459 9.000 6.110
66 H -6.103 -3.513 0.152
67 C 3.619 -5.415 -3.146
68 H -5.870 -2.372 -1.163
69 H 4.056 -5.542 -1.028
70 C 0.823 3.177 -1.000
71 H 4.246 0.513 -0.719
72 C -0.929 4.740 5.537
73 O 3.047 -2.145 -2.317
74 C -2.421 8.217 5.351
75 C 2.339 -4.227 -1.135
76 H 0.065 1.231 -1.518
77 H -1.192 -1.409 -2.495
78 H -1.509 4.484 6.429
79 H -1.165 5.324 2.987
80 N -1.530 5.927 4.945
81 H -1.071 3.895 4.857
82 H -5.135 0.186 0.405
83 H -3.185 -2.888 -2.428
84 H 1.376 -4.604 -0.759
85 C -4.065 -2.817 0.003
86 H 2.470 -0.440 0.509
87 H -2.032 6.711 6.796
88 H 1.853 -0.243 -1.100
89 H 1.235 3.716 -0.145
90 H -3.816 -2.879 1.066
91 H 3.646 1.872 0.219
92 H 4.516 -6.059 -3.209
93 H -2.245 0.017 -2.522
94 H 1.600 3.085 -1.757

---

3.
The following is a quantum chemistry calculation of a molecular structure, C38H36AuBrN5O5, from OMol25.

HOMO = -10.52 eV
relative energy (zero: lowest compared OMol25 entry of this formula, charge and spin) = 35.49 kcal per mole
net charge = +1

Element x y z (Å)
1 C -3.378 1.126 1.740
2 C 2.850 4.589 2.042
3 H -3.274 -0.855 -0.112
4 C 2.528 2.188 2.577
5 H 3.152 6.621 1.436
6 H -0.365 2.671 1.630
7 H -5.729 3.510 -4.703
8 H -4.589 0.972 3.481
9 N -3.100 3.093 -0.942
10 C -3.703 5.228 -1.914
11 H 1.323 -0.024 3.640
12 H -1.909 1.276 -6.868
13 C -0.379 -0.158 -2.265
14 C -3.651 1.354 3.096
15 C -2.771 2.029 3.915
16 C -1.288 2.302 2.065
17 O -1.575 1.939 -4.922
18 O -4.358 0.467 1.098
19 H -0.150 -0.048 -6.101
20 N -1.730 1.928 -2.375
21 C 3.537 5.609 1.401
22 C -2.169 1.619 1.213
23 C -2.555 -3.236 3.701
24 H -0.883 3.068 4.022
25 H -3.138 5.703 -1.121
26 H -4.116 0.468 -0.982
27 C -1.573 2.516 3.396
28 C -4.516 3.209 -2.957
29 C -1.602 -1.947 1.773
30 C -1.446 2.105 -6.329
31 C -2.043 -4.435 1.683
32 C -3.760 3.843 -1.957
33 O -4.588 1.858 -2.897
34 H -2.072 2.583 -3.064
35 H -4.305 7.074 -2.820
36 C 0.331 -1.138 -2.939
37 C -5.064 5.366 -3.876
38 N -0.367 -1.544 2.493
39 H -3.249 -6.520 4.058
40 C -4.357 5.995 -2.865
41 C 4.715 5.338 0.720
42 H -0.383 -1.584 3.506
43 H -2.402 -6.547 1.728
44 C -5.377 1.189 -3.872
45 C 3.322 3.280 1.978
46 O -2.581 -2.081 4.457
47 N -1.730 1.423 -0.117
48 H -3.324 -4.379 5.322
49 C 0.420 -1.088 -4.317
50 C -0.922 0.901 -4.344
51 C -2.450 -5.618 2.280
52 H -4.969 1.335 -4.875
53 C -5.148 3.981 -3.923
54 C 1.202 0.115 2.568
55 C -1.015 0.868 -2.937
56 O -1.398 -2.021 0.431
57 H -5.040 -0.854 -0.249
58 H -6.414 1.528 -3.844
59 C -2.962 -4.417 4.303
60 H -2.357 -1.171 2.025
61 H 4.917 2.009 1.315
62 C -4.161 -0.223 -0.142
63 H -1.964 3.028 -6.572
64 H 6.152 3.831 0.195
65 H -1.682 -4.415 0.663
66 H -3.241 3.387 0.012
67 N 0.351 -0.585 1.919
68 H -3.016 2.183 4.958
69 H -2.857 -1.328 3.917
70 H 5.245 6.135 0.217
71 H 0.977 -1.850 -4.844
72 H -0.398 2.191 -6.622
73 C -2.909 -5.604 3.591
74 C 2.025 1.132 1.937
75 C 4.522 3.018 1.317
76 C -2.085 -3.243 2.391
77 H 1.935 4.803 2.583
78 C 5.217 4.044 0.697
79 H 0.815 -1.940 -2.392
80 Br 2.281 0.913 0.045
81 H -5.568 5.954 -4.632
82 C -2.189 2.103 -1.124
83 Au -0.291 -0.293 -0.256
84 H -5.336 0.135 -3.616
85 H 2.281 2.260 3.634
86 C -0.212 -0.070 -5.023

---

> relative energy (zero: lowest compared OMol25 entry of this formula, charge and spin) of number 3 (C38H36AuBrN5O5)?

35.49 kcal per mole

---

> Which formula does entry 2 have?

C25H61N3O3SSi

---

> relative energy (zero: lowest compared OMol25 entry of this formula, charge and spin) of number 2 (C25H61N3O3SSi)?

18.60 kcal per mole

---

> What is the HOMO in the third record?

-10.52 eV